113
Properties=species:S:1:pos:R:3 method="wB97M-V/def2-TZVPD" multiplicity=1 homo_energy_ha=-0.452 homo_lumo_gap_ha=0.2806 molar_mass_g_mol=1039.0 e_tot_ha=-5641.35077 total_charge=+2
Pt -1.4812 0.5116 1.1335
N -2.9974 -0.8191 3.1678
P -1.6082 0.1331 3.3520
C -2.0200 1.5887 4.3151
C -3.3376 2.0245 4.4302
C -3.6177 3.1955 5.1179
C -2.5857 3.9401 5.6726
C -1.2694 3.5129 5.5517
C -0.9826 2.3357 4.8782
C -0.3671 -0.7536 4.2877
C 0.7256 -1.3282 3.6448
C 1.6460 -2.0661 4.3739
C 1.4707 -2.2350 5.7393
C 0.3808 -1.6623 6.3859
C -0.5354 -0.9161 5.6660
P -2.9078 -1.1832 1.5047
C -2.3834 -2.8964 1.3854
C -1.0422 -3.1989 1.1602
C -0.6107 -4.5157 1.2142
C -1.5130 -5.5304 1.4988
C -2.8500 -5.2335 1.7337
C -3.2876 -3.9208 1.6804
C -4.5475 -1.0362 0.7992
C -4.9961 -1.9072 -0.1927
C -6.2355 -1.7022 -0.7809
C -7.0248 -0.6328 -0.3843
C -6.5766 0.2425 0.5973
C -5.3380 0.0477 1.1828
H -3.3931 -1.4272 3.8754
H -4.1412 1.4406 4.0005
H -4.6421 3.5258 5.2245
H -2.8081 4.8526 6.2092
H -0.4685 4.0877 5.9969
H 0.0420 1.9849 4.8163
H 0.8662 -1.1959 2.5801
H 2.5002 -2.5033 3.8743
H 2.1889 -2.8109 6.3076
H 0.2519 -1.7925 7.4517
H -1.3727 -0.4539 6.1765
H -0.3333 -2.4073 0.9455
H 0.4316 -4.7483 1.0389
H -1.1753 -6.5573 1.5426
H -3.5505 -6.0256 1.9608
H -4.3311 -3.6973 1.8677
H -4.3910 -2.7507 -0.4995
H -6.5877 -2.3843 -1.5429
H -7.9940 -0.4802 -0.8399
H -7.1936 1.0762 0.9036
H -4.9825 0.7370 1.9387
C 2.9408 4.8624 -3.0061
C 3.3578 3.8558 -1.9398
C 2.1716 3.1876 -1.2461
C 1.4350 2.1685 -2.1101
N 2.2283 0.9732 -2.3703
C 2.3335 -0.0836 -1.5311
Se 1.4840 -0.2601 0.1065
N 3.1285 -1.0034 -2.1174
C 3.5375 -2.2929 -1.5619
C 4.9815 -2.2722 -1.0690
C 5.1985 -1.4286 0.1856
C 4.6317 -2.0699 1.4472
C 3.5388 -0.5330 -3.3620
C 4.3315 -1.1082 -4.3461
C 4.5260 -0.3712 -5.5007
C 3.9514 0.8940 -5.6657
C 3.1624 1.4654 -4.6824
C 2.9681 0.7236 -3.5247
H 3.8092 5.2880 -3.5071
H 2.3779 5.6857 -2.5627
H 2.3090 4.4160 -3.7777
H 3.9596 4.3650 -1.1855
H 4.0094 3.0900 -2.3711
H 1.4520 3.9563 -0.9424
H 2.5024 2.6784 -0.3362
H 1.1615 2.5880 -3.0794
H 0.5174 1.8314 -1.6218
H 3.4076 -3.0357 -2.3513
H 2.8407 -2.5267 -0.7582
H 5.6230 -1.9125 -1.8770
H 5.2807 -3.3057 -0.8746
H 4.7605 -0.4353 0.0441
H 6.2706 -1.2709 0.3139
H 3.5526 -2.2216 1.3701
H 4.8111 -1.4348 2.3157
H 5.1030 -3.0364 1.6367
H 4.7816 -2.0833 -4.2204
H 5.1395 -0.7793 -6.2919
H 4.1340 1.4409 -6.5803
H 2.7361 2.4504 -4.8118
N -0.3502 2.3493 1.2406
H -0.3985 2.8114 2.1451
H -0.6892 3.0002 0.5372
H 0.6225 2.1197 1.0315
C -1.4232 1.4075 -4.8306
N -1.3107 1.7627 -3.4121
C -1.4595 3.1921 -3.1530
C -1.4606 0.8418 -2.4441
S -2.2963 1.3125 -1.0067
N -1.0089 -0.3941 -2.6627
C 0.1380 -0.6783 -3.5230
C -1.4810 -1.5365 -1.8973
H -2.1533 2.0746 -5.2880
H -1.7817 0.3884 -4.9379
H -0.4740 1.5186 -5.3553
H -0.9114 3.7300 -3.9252
H -1.0494 3.4483 -2.1810
H -2.5072 3.4963 -3.1852
H 0.6675 0.2386 -3.7691
H -0.1586 -1.1854 -4.4417
H 0.8127 -1.3313 -2.9676
H -2.5106 -1.3728 -1.5886
H -0.8454 -1.6961 -1.0271
H -1.4410 -2.4168 -2.5391

138
Properties=species:S:1:pos:R:3 method="wB97M-V/def2-TZVPD" multiplicity=1 homo_energy_ha=-0.403 homo_lumo_gap_ha=0.2721 molar_mass_g_mol=1196.2 e_tot_ha=-5228.55820 total_charge=+1
C 0.4299 2.3277 5.1884
C 0.9291 3.2232 4.0258
C 1.5594 2.3100 2.9121
C 0.4854 2.1329 1.8256
C 0.9214 1.3265 0.5171
N 2.0186 2.1456 0.1272
C 3.2722 2.0124 -0.5949
C 3.6644 0.8219 -1.4845
C 1.3579 -0.0595 1.1039
P 3.1516 -0.4004 1.6367
O 3.9444 0.9150 2.1651
Cl 2.8135 -1.3808 3.5004
C 1.0491 -1.3887 0.2346
N 0.7971 -2.4978 1.1615
O 2.2488 -1.8604 -0.3927
C -0.0252 -1.2607 -0.9452
C -0.7115 -2.6499 -1.0323
C 0.6755 -1.1746 -2.3265
O 1.0436 -2.4548 -2.8928
C 2.0628 -2.3434 -3.7514
F 1.9055 -1.3404 -4.6059
F 2.1045 -3.4344 -4.4730
F 3.2177 -2.2251 -3.1429
C -0.9712 -0.0918 -0.5989
C -1.7018 -0.4921 0.7600
C -3.2210 -0.4944 0.8116
F -3.6873 -1.7791 0.5571
O -2.0719 0.1682 -1.4404
C -2.5197 -0.5173 -2.5873
C -3.9492 -1.1273 -2.5352
C -3.9318 -2.6633 -2.4911
O -4.5966 -0.7830 -3.7719
N -0.2903 1.2768 -0.4672
B -1.4524 2.2389 -0.2643
N -2.2565 2.4498 0.9787
O -2.0019 2.9834 -1.3165
P 0.4563 1.9005 -2.0880
C 0.6094 3.7569 -2.0136
O -0.5913 1.7446 -3.3502
H 0.0655 1.3624 4.8246
H 1.2757 2.1347 5.8565
H -0.3504 2.8172 5.7763
H 1.6152 4.0017 4.3572
H 0.0236 3.6960 3.6205
H 2.4664 2.8059 2.5771
H 1.7810 1.3683 3.4188
H -0.3654 1.6817 2.3429
H 0.2064 3.1742 1.5898
H 1.8903 3.1260 0.3121
H 3.3275 2.8625 -1.3000
H 4.1341 2.2365 0.0474
H 4.6661 1.0579 -1.8655
H 3.0397 0.8292 -2.3789
H 3.7542 -0.1556 -1.0089
H 0.7354 -0.2147 1.9888
H 4.9059 0.7954 2.0046
H 0.3059 -2.2185 2.0011
H 1.6633 -2.9612 1.3980
H 2.0743 -2.7713 -0.6745
H 0.0034 -3.4654 -0.9619
H -1.4772 -2.8557 -0.2847
H -1.1979 -2.8281 -1.9923
H 0.0611 -0.6682 -3.0749
H 1.5764 -0.5607 -2.3032
H -1.4225 -1.4787 1.1325
H -1.3806 0.1391 1.5953
H -3.4848 -0.3441 1.8677
H -3.7728 0.2760 0.2769
H -1.9091 -1.2773 -3.0737
H -2.6479 0.2311 -3.3807
H -4.5569 -0.7013 -1.7288
H -3.3977 -3.0580 -1.6250
H -3.4788 -3.0692 -3.4015
H -4.9736 -2.9984 -2.4329
H -5.5288 -0.9794 -3.6107
H -2.1531 3.4229 1.2529
H -3.2367 2.2607 0.7993
H -2.8586 2.5799 -1.5331
H 1.5804 4.0207 -2.4357
H 0.5566 4.1652 -0.9977
H -0.1953 4.2310 -2.5776
H -0.0923 1.4434 -4.1272
C 4.9780 0.9628 8.8362
C 3.8383 0.3775 8.4481
C 3.4470 0.3006 7.0031
O 2.4086 -0.2589 6.7023
C 4.3326 0.9089 6.0161
C 5.4698 1.4963 6.4051
C 5.8751 1.5500 7.8477
O 6.9293 2.0819 8.1372
O 6.3081 2.0662 5.5383
O 2.9895 -0.1695 9.3174
H 5.2723 1.0227 9.8745
H 4.0313 0.8620 4.9779
H 7.0485 2.4131 6.0749
H 2.2517 -0.5240 8.7843
C 7.1592 -1.9305 1.5388
C 8.2004 -2.7718 1.4530
C 9.5453 -2.3109 0.9693
O 10.4563 -3.1107 0.9297
C 9.6868 -0.9155 0.5648
C 8.6448 -0.0823 0.6492
C 7.3137 -0.5416 1.1575
O 6.3998 0.2716 1.2289
O 8.7315 1.2006 0.2878
O 8.1037 -4.0491 1.7886
H 6.1855 -2.2484 1.8872
H 10.6537 -0.5966 0.2021
H 7.8499 1.5862 0.4461
H 8.9902 -4.4355 1.6381
C -3.1952 2.2455 -5.3770
C -2.6711 2.3834 -6.5971
C -3.4780 2.9104 -7.7444
O -2.9404 3.0311 -8.8276
C -4.8760 3.2492 -7.5004
C -5.4012 3.1078 -6.2765
C -4.5837 2.6057 -5.1251
O -5.1027 2.5141 -4.0267
O -6.6730 3.4044 -6.0119
O -1.4014 2.0614 -6.8646
H -2.6208 1.8691 -4.5444
H -5.4540 3.6124 -8.3384
H -6.8003 3.2174 -5.0621
H -1.2728 2.2552 -7.8147
C -7.7661 -4.1263 -0.0227
C -8.8835 -4.3043 0.6946
C -10.2411 -4.2764 0.0559
O -11.2177 -4.4622 0.7533
C -10.3196 -4.0216 -1.3785
C -9.2026 -3.8412 -2.0918
C -7.8466 -3.8955 -1.4560
O -6.8608 -3.7403 -2.1598
O -9.2296 -3.6045 -3.4046
O -8.8564 -4.5156 2.0060
H -6.7824 -4.1461 0.4255
H -11.3029 -3.9869 -1.8258
H -8.2974 -3.5164 -3.6803
H -9.7899 -4.6140 2.2808

112
Properties=species:S:1:pos:R:3 method="wB97M-V/def2-TZVPD" multiplicity=1 homo_energy_ha=-0.258 homo_lumo_gap_ha=0.2453 molar_mass_g_mol=780.3 e_tot_ha=-3240.11051 total_charge=0
Mg 0.8369 -0.8506 -1.2550
C -1.7097 -0.3861 -4.4007
Si -0.9147 0.2052 -2.7753
C -2.4205 0.3987 -1.5840
C -3.2947 1.4694 -1.8149
C -4.4070 1.7021 -1.0257
C -4.6851 0.8512 0.0348
C -3.8407 -0.2137 0.2895
C -2.7092 -0.4517 -0.4979
P -1.5684 -1.8263 -0.0594
C -1.7475 -1.9953 1.7686
C -1.4082 -0.6625 2.4703
C -0.7721 -0.8762 3.8483
C -1.3997 -2.0793 4.5414
C -1.0830 -3.3743 3.7740
C -0.8339 -3.1129 2.2827
C -2.3902 -3.3533 -0.7102
C -3.8153 -3.6195 -0.2207
C -4.3509 -4.9366 -0.7810
C -4.3043 -4.9518 -2.3050
C -2.8941 -4.6657 -2.8095
C -2.3626 -3.3549 -2.2377
C -0.3597 1.9925 -3.2297
C -0.8594 2.5964 -4.3881
C -0.3579 3.7923 -4.8789
C 0.6877 4.4181 -4.2202
C 1.1907 3.8585 -3.0567
C 0.6691 2.6717 -2.5456
P 1.2377 1.9560 -0.9659
C 2.9081 2.6993 -0.6430
C 3.7020 1.7926 0.3147
C 5.0929 2.3738 0.5450
C 5.0273 3.7230 1.2836
C 3.6518 4.3805 1.1476
C 3.0744 4.1945 -0.2531
C -0.0459 2.5673 0.2333
C -0.5639 4.0014 0.0833
C -1.7755 4.2235 0.9868
C -1.4363 3.9268 2.4442
C -0.9038 2.5056 2.5952
C 0.3066 2.2676 1.6933
H -2.6302 0.1596 -4.6259
H -1.9580 -1.4438 -4.3613
H -1.0187 -0.2470 -5.2343
H -3.0841 2.1488 -2.6348
H -5.0544 2.5459 -1.2318
H -5.5517 1.0185 0.6618
H -4.0670 -0.8691 1.1225
H -2.7770 -2.2767 2.0133
H -2.3213 -0.0730 2.5783
H -0.7337 -0.0737 1.8434
H -0.8924 0.0262 4.4508
H 0.3066 -1.0345 3.7480
H -2.4823 -1.9255 4.5879
H -1.0582 -2.1596 5.5746
H -1.9078 -4.0819 3.8881
H -0.2022 -3.8576 4.2031
H -0.9774 -4.0366 1.7184
H 0.2052 -2.8164 2.1182
H -1.7474 -4.1747 -0.3657
H -4.4595 -2.7977 -0.5524
H -3.8636 -3.6395 0.8703
H -5.3710 -5.1042 -0.4278
H -3.7449 -5.7633 -0.3930
H -4.9853 -4.1860 -2.6926
H -4.6600 -5.9110 -2.6877
H -2.8791 -4.6277 -3.9013
H -2.2280 -5.4839 -2.5140
H -2.9924 -2.5303 -2.5877
H -1.3516 -3.1563 -2.6045
H -1.6533 2.1099 -4.9407
H -0.7713 4.2231 -5.7825
H 1.1063 5.3404 -4.6025
H 1.9979 4.3664 -2.5479
H 3.3742 2.5585 -1.6270
H 3.7727 0.7923 -0.1198
H 3.1776 1.6793 1.2691
H 5.5699 2.5029 -0.4312
H 5.7160 1.6676 1.0966
H 5.7941 4.3945 0.8903
H 5.2569 3.5833 2.3421
H 3.7208 5.4458 1.3780
H 2.9696 3.9595 1.8869
H 3.7637 4.6642 -0.9628
H 2.1373 4.7370 -0.3489
H -0.8923 1.9113 -0.0187
H -0.8236 4.2051 -0.9564
H 0.2161 4.7145 0.3655
H -2.5851 3.5603 0.6613
H -2.1404 5.2477 0.8782
H -2.3143 4.0724 3.0778
H -0.6764 4.6370 2.7907
H -1.6951 1.8005 2.3158
H -0.6445 2.2977 3.6365
H 0.6705 1.2419 1.7967
H 1.1179 2.9275 2.0112
O 1.4113 -0.7489 0.7951
C 2.3774 -1.2900 1.3348
C 3.3382 -2.1492 0.7074
C 4.3647 -2.6583 1.5156
C 5.3083 -3.4871 0.9735
C 5.2697 -3.8415 -0.3855
C 4.2795 -3.3562 -1.1894
C 3.2676 -2.4860 -0.6838
O 2.3586 -2.0427 -1.4621
N 6.3737 -4.0146 1.8238
O 7.1996 -4.7474 1.3085
O 6.3862 -3.6820 2.9967
H 2.5349 -1.1082 2.4119
H 4.4163 -2.4009 2.5654
H 6.0333 -4.4991 -0.7747
H 4.2324 -3.6149 -2.2381

119
Properties=species:S:1:pos:R:3 method="wB97M-V/def2-TZVPD" s_squared=6.0352 multiplicity=5 homo_energy_ha="0.021 / -0.083" homo_lumo_gap_ha="0.1155 / 0.2081" molar_mass_g_mol=1203.9 e_tot_ha=-6093.88996 total_charge=-2
Ir 0.4965 0.1141 0.5200
C 2.7160 -3.8961 3.3915
Sb 2.2602 -2.8624 1.5090
C 2.1220 -0.8649 2.2025
C 1.4210 -0.7233 3.4604
C 0.3779 -1.5898 3.8978
C -0.2519 -1.3877 5.1005
C 0.1250 -0.3142 5.9084
C 1.1489 0.4893 5.4265
N 1.7812 0.3064 4.2794
Si 3.8274 -0.1006 2.1873
C 4.8902 -1.0607 3.4376
C 4.1520 1.7117 2.6126
C 4.6492 -0.3769 0.5030
C -1.1160 -3.0965 -0.5606
C -1.6563 -2.3960 0.6202
C -2.8211 -2.8960 1.2133
C -3.4040 -2.2355 2.2799
C -2.7782 -1.1079 2.7820
C -1.6125 -0.6856 2.1783
N -1.0795 -1.2747 1.0916
Si -1.4238 -2.5103 -2.3202
C -3.2850 -2.7291 -2.5423
C -0.9888 -0.8094 -3.0056
C -0.5188 -3.6261 -3.5370
Si -0.7610 -4.9310 -0.2989
C -0.6890 -5.4063 1.5153
C -2.1641 -5.9515 -1.0572
C 0.8325 -5.5254 -1.0887
H 3.8003 -3.9726 3.4983
H 2.2987 -4.9059 3.3656
H 2.3136 -3.3663 4.2527
H 0.0595 -2.4061 3.2572
H -1.0512 -2.0561 5.4046
H -0.3502 -0.1072 6.8580
H 1.4871 1.3409 6.0153
H 4.3614 -1.1534 4.3897
H 5.8404 -0.5500 3.6223
H 5.1111 -2.0697 3.0761
H 3.4989 2.0390 3.4179
H 4.0214 2.3922 1.7760
H 5.1947 1.7778 2.9454
H 4.6300 -1.4252 0.1938
H 5.6966 -0.0593 0.5516
H 4.1649 0.2051 -0.2832
H -3.2746 -3.7880 0.7996
H -4.3256 -2.6035 2.7142
H -3.1682 -0.5566 3.6257
H -1.0915 0.1861 2.5533
H -3.8218 -1.9113 -2.0542
H -3.6459 -3.6719 -2.1262
H -3.5360 -2.7049 -3.6071
H -1.0787 0.8088 -1.6758
H -1.2579 -0.8866 -4.0670
H 0.0968 -0.7135 -3.0192
H -0.8353 -4.6689 -3.4999
H 0.5607 -3.5836 -3.3852
H -0.7271 -3.2508 -4.5436
H -1.5491 -5.0679 2.0945
H 0.2075 -4.9947 1.9811
H -0.6362 -6.4981 1.5823
H -3.1375 -5.7122 -0.6235
H -1.9637 -7.0120 -0.8745
H -2.2383 -5.8042 -2.1351
H 1.6754 -4.9113 -0.7668
H 0.8024 -5.5313 -2.1771
H 1.0062 -6.5520 -0.7482
F 1.4378 2.5644 1.4775
C 1.5992 1.7776 0.3129
F 1.1688 2.6449 -0.7088
H 2.6774 1.7303 0.1717
N -1.5859 0.3743 -2.4441
C -2.5368 1.1236 -3.0743
C -2.7580 2.4498 -2.6489
C -3.7361 3.2234 -3.2331
C -4.5253 2.7303 -4.2737
C -4.3086 1.4324 -4.7034
C -3.3358 0.6306 -4.1180
H -2.1528 2.8446 -1.8415
H -3.8900 4.2310 -2.8649
H -5.2957 3.3437 -4.7239
H -4.9142 1.0185 -5.5032
H -3.2230 -0.3915 -4.4560
C 4.1886 -3.8190 -6.5661
C 4.5749 -3.8321 -5.0809
C 6.0919 -3.6365 -4.9535
C 4.2192 -5.2097 -4.5185
C 3.8582 -2.7046 -4.3329
C 3.9195 -1.4011 -4.8258
C 3.3230 -0.3195 -4.1716
C 2.6516 -0.5769 -2.9971
O 1.9877 0.2688 -2.1792
B 1.4608 -0.5056 -1.0695
O 1.8730 -1.8745 -1.3496
C 2.5844 -1.8720 -2.4955
C 3.1747 -2.9419 -3.1324
H 4.6527 -4.6633 -7.0847
H 4.5145 -2.9042 -7.0618
H 3.1059 -3.8946 -6.6822
H 6.6306 -4.4189 -5.4977
H 6.3946 -3.6717 -3.9054
H 6.3939 -2.6678 -5.3545
H 4.7032 -5.9853 -5.1177
H 3.1415 -5.3840 -4.5412
H 4.5593 -5.3255 -3.4881
H 4.4564 -1.2051 -5.7465
H 3.3801 0.6849 -4.5707
H 3.0931 -3.9269 -2.6927
Br -5.4914 4.2020 0.8899
C -3.9357 3.0825 0.9174
C -2.6440 3.6598 0.9979
C -1.5459 2.8846 0.7445
N -1.5899 1.5613 0.3779
C -2.8617 1.0552 0.2334
C -4.0164 1.7458 0.4624
H -2.5097 4.6978 1.2746
H -0.5568 3.3060 0.8402
H -2.9275 0.0235 -0.0941
H -4.9709 1.2633 0.2927